(1)
Molecular formula: C11H20BaNO17
Method: DFT, the ωB97M-V functional and the def2-TZVPD basis

```
50
Properties=species:S:1:pos:R:3:forces:R:3:lowdin_charge:R:1
Ba -0.519394 -1.260710 -0.005307 -2.425 -0.143 -0.298 2.03
O -1.154974 -2.477050 -4.497828 1.638 -0.989 -1.792 0.09
C -0.853958 -1.943381 -3.324691 0.308 3.104 4.403 -0.94
O -1.752395 -1.488503 -2.690066 -3.659 0.483 1.894 -0.03
O 0.344437 -1.713709 -2.900780 1.331 -1.498 -2.102 -0.18
H -0.226902 -2.322273 -4.688433 1.038 -0.967 -2.324 0.07
O -2.625960 0.304157 3.783610 -0.841 0.698 1.116 0.07
C -1.710633 -0.232189 2.955956 1.559 0.020 -1.920 -0.93
O -0.918849 0.535287 2.358195 0.785 2.580 0.122 -0.15
O -1.679832 -1.412907 2.752184 -0.706 -3.250 0.714 -0.03
H -2.433982 1.239983 3.688948 -0.168 0.313 0.072 0.08
O -4.012788 -3.142751 1.731235 0.902 -1.513 3.110 0.09
C -4.122938 -2.508846 0.609101 1.186 3.236 -5.567 -0.90
O -5.254738 -2.327976 0.149542 -3.001 -0.472 0.514 -0.07
O -3.146608 -2.051489 -0.061403 1.282 -1.249 1.837 -0.19
H -4.920965 -3.092376 2.038284 -0.243 -0.334 0.215 0.09
O -2.742362 2.934317 0.401734 0.234 5.772 3.999 0.08
C -2.952022 2.069880 -0.489196 -3.621 -5.576 -5.701 -0.91
O -2.294526 1.021903 -0.379222 1.658 -0.835 -0.162 -0.13
O -3.905422 2.209008 -1.362571 1.940 1.424 1.760 -0.12
H -2.184429 2.552150 1.083100 0.364 -0.620 -0.044 0.09
O 0.815104 -5.750724 0.446015 1.047 -3.385 -0.346 0.13
C 0.569316 -4.514627 0.650850 -5.352 6.678 4.211 -0.97
O -0.246960 -4.091319 1.493631 0.008 -1.354 1.180 -0.05
O 1.072008 -3.669058 -0.117373 2.527 0.230 -2.338 -0.15
H 1.314780 -5.324474 -0.254152 2.148 -2.020 -2.734 0.07
C 2.231885 -1.549359 2.310517 -0.697 0.797 -0.826 -0.07
O 1.987352 -0.936909 1.016906 2.266 0.655 1.386 -0.37
C 3.003215 0.011416 0.647119 -0.839 -0.631 -1.403 -0.20
C 2.590282 0.418916 -0.783859 1.017 1.782 1.449 -0.19
N 1.465366 1.344119 -0.636789 -0.730 -2.502 0.541 -0.09
C 1.148330 2.093357 -1.786351 0.096 1.394 -0.818 -0.20
C 1.974733 3.469956 -1.786086 -1.601 -2.554 0.231 -0.19
O 1.905142 3.997085 -0.457575 1.153 1.313 -0.794 -0.23
C 0.638630 4.584718 -0.087974 0.914 -0.962 -0.520 -0.06
H 3.150272 -2.135561 2.342728 -0.162 -0.640 -0.554 0.08
H 1.287026 -2.067593 2.474213 0.393 -0.546 0.484 0.08
H 2.408272 -0.807922 3.089783 -0.457 0.513 0.013 0.08
H 4.001497 -0.425985 0.632468 0.140 -0.457 0.098 0.11
H 3.054462 0.883234 1.299348 -0.309 0.087 0.344 0.12
H 2.563760 -0.499422 -1.370420 -1.142 0.164 -0.257 0.12
H 3.291439 1.108690 -1.253626 1.449 -0.615 -0.088 0.10
H 1.600335 1.898846 0.196381 -0.173 0.034 -0.137 0.10
H 0.064457 2.190091 -1.849366 -0.101 0.474 -0.100 0.12
H 1.450529 1.539691 -2.675297 -0.077 -0.135 -0.099 0.12
H 1.656743 4.053368 -2.650155 -0.460 0.888 0.450 0.10
H 2.963968 3.123589 -2.085315 0.571 0.521 0.909 0.09
H 0.750605 5.109764 0.860655 0.215 -0.316 0.097 0.08
H -0.009334 3.713288 0.006113 -0.915 0.661 -0.025 0.08
H 0.366028 5.340300 -0.824781 -0.490 -0.259 -0.203 0.08
```
Forces are in eV/Å.

Calculated values
highest occupied orbital energy	1.39	eV
charge	-3
electronic energy	-48722.8965	eV
orbital gap	4.430	eV
energy above the lowest of the compared OMol25 structures with the same formula, charge and spin	18.1	kcal/mol

(2)
Molecular formula: C11H20Cl2OTl
Method: DFT, the ωB97M-V functional and the def2-TZVPD basis

```
35
Properties=species:S:1:pos:R:3:forces:R:3:lowdin_charge:R:1
Tl -0.708336 -0.949230 -2.707910 -0.110 0.227 0.607 0.40
Cl 0.866935 0.899040 -1.967715 0.076 -0.077 -0.380 0.03
Cl -2.254060 -1.939686 -0.961033 -0.063 -0.238 -0.153 -0.06
C -1.729512 -0.298858 -4.283121 -1.858 1.704 -1.809 -0.44
H -2.776967 -0.633403 -4.495472 1.350 -0.233 0.130 -0.09
H -1.314004 0.473869 -4.979362 -0.052 -1.174 0.646 -0.09
C 0.881177 -1.791714 0.577856 -0.859 0.788 3.242 -0.15
C 1.014516 -2.216382 -0.627214 0.858 -1.939 -2.720 -0.27
H -0.071275 -1.911429 1.107628 0.292 -0.085 -0.340 0.10
C 2.297857 -2.119291 -1.418406 0.399 0.392 -0.105 -0.23
H 0.228373 -2.838348 -1.070244 0.137 0.372 0.150 0.03
C 3.468581 -1.558212 -0.581614 -0.118 -0.227 -0.116 -0.21
H 2.581306 -3.099434 -1.831291 -0.164 0.138 0.118 0.11
H 2.144344 -1.452467 -2.281294 0.029 -0.228 0.171 0.04
C 2.999254 -0.503685 0.413514 -0.338 0.136 0.103 -0.22
H 3.917717 -2.392079 -0.027639 0.097 0.066 0.010 0.10
H 4.237813 -1.144907 -1.243589 -0.054 -0.101 0.047 0.10
C 1.967888 -1.125194 1.368216 0.582 0.294 -0.180 -0.19
H 3.844251 -0.084693 0.972345 -0.044 -0.052 -0.064 0.10
H 2.504802 0.306847 -0.140393 0.244 -0.148 0.212 0.04
H 2.488531 -1.873436 1.991138 -0.218 0.059 -0.031 0.11
H 1.548249 -0.375460 2.048146 0.005 -0.137 -0.195 0.10
C -2.788650 1.686489 1.387960 0.502 0.123 0.369 -0.15
C -1.737726 2.657649 0.800090 -0.031 -0.474 -0.074 -0.15
C -0.398149 1.923942 0.968822 0.900 0.030 -0.584 -0.23
O -0.614523 0.606439 1.472397 -0.805 0.725 0.479 -0.18
C -2.024052 0.368952 1.569011 -0.137 -0.965 -0.590 -0.22
H -3.130282 2.049875 2.362307 -0.100 0.019 -0.142 0.10
H -3.649157 1.554767 0.729544 0.060 0.030 0.112 0.10
H -1.729677 3.616086 1.324028 -0.077 -0.044 -0.144 0.10
H -1.920267 2.823628 -0.266150 -0.016 0.090 0.186 0.11
H 0.109303 1.793818 -0.007379 -0.275 0.394 0.689 -0.01
H 0.287067 2.450746 1.653994 -0.204 -0.093 -0.074 0.11
H -2.224036 -0.117498 2.536885 0.015 0.185 -0.189 0.11
H -2.278532 -0.346952 0.760523 -0.019 0.440 0.620 0.00
```
Forces are in eV/Å.

Calculated values
highest occupied orbital energy (spin up / spin down)	-3.81 / -3.19	eV
charge	-1
electronic energy	-43516.4006	eV
orbital gap (spin up / spin down)	6.497 / 5.949	eV
energy above the lowest of the compared OMol25 structures with the same formula, charge and spin	0.0	kcal/mol